Entry 1:
Here is a structure of composition C15H19MoO from OMol25. Energies are from ωB97M-V with the def2-TZVPD basis set.

```
! wB97M-V def2-TZVPD RIJCOSX def2/J DEFGRID3
* xyz 1 3
C -0.572 0.887 -2.263
C -0.102 2.313 -2.348
C 0.107 0.030 -3.334
C -2.068 0.843 -2.465
H -0.485 0.131 -4.267
H 0.162 -1.031 -3.095
H 1.124 0.387 -3.566
H -0.203 2.636 -3.402
H 0.935 2.473 -2.061
H -0.736 2.977 -1.748
H -2.311 1.566 -3.264
H -2.638 1.132 -1.578
H -2.426 -0.139 -2.809
C 2.180 -0.519 1.143
C 2.429 -0.684 -0.246
C 2.297 0.619 -0.878
H 2.698 -1.598 -0.742
C 1.974 1.596 0.128
C 1.915 0.915 1.388
H 1.764 1.384 2.365
H 2.226 -1.278 1.911
H 2.500 0.827 -1.925
H 1.855 2.658 -0.024
C -1.770 -1.291 1.311
C -0.547 -2.121 1.276
C -0.319 -2.507 -0.082
H 0.030 -2.422 2.141
C -1.358 -1.907 -0.890
C -2.247 -1.155 -0.025
H -3.134 -0.619 -0.329
H -2.226 -0.883 2.211
H 0.465 -3.152 -0.430
H -1.499 -2.073 -1.955
Mo 0.038 -0.062 -0.035
O -0.015 0.008 3.241
C -0.045 0.062 2.085
*
```

Properties
**Frontier orbital gap (alpha / beta)**: 6.1 / 6.7 eV
**Electronic energy**: -725.9960 Eh
**E_HOMO (alpha / beta)**: -10.3 / -11.7 eV
**Max |F|**: 4.11 eV/Å



Entry 2:
Here is an isolated molecule of C5H7IN2 from OMol25. Energies are from ωB97M-V with the def2-TZVPD basis set.

```
! wB97M-V def2-TZVPD RIJCOSX def2/J DEFGRID3
* xyz 0 1
C -1.779 -1.970 -0.133
C -0.332 -2.124 -0.251
C -2.386 -0.813 -0.390
C 2.056 0.723 0.560
C 0.966 1.224 -0.326
N 0.473 -1.141 -0.473
N 0.293 0.048 -0.897
I -4.313 -0.316 -0.637
H -2.215 -2.785 0.436
H 0.112 -3.050 0.039
H 2.785 1.506 0.727
H 2.364 -0.219 0.066
H 1.687 0.534 1.509
H 1.306 1.653 -1.269
H 0.120 1.733 0.142
*
```

Properties
**Frontier orbital gap (alpha / beta)**: 7.9 / 6.9 eV
**Energy relative to the best compared isomer or geometry (same formula, charge and spin)**: 539.26 kJ/mol
**Electronic energy**: -601.7146 Eh
**E_HOMO (alpha / beta)**: -8.3 / -7.7 eV
**Max |F|**: 3.14 eV/Å



Entry 3:
Here is an isolated molecule of C5H8N2 from OMol25. Energies are from ωB97M-V with the def2-TZVPD basis set.

```
! wB97M-V def2-TZVPD RIJCOSX def2/J DEFGRID3
* xyz 0 1
C 2.537 0.928 -0.167
N 1.317 0.156 -0.170
C -1.067 -2.521 0.423
C -1.107 -1.237 0.196
C -1.083 0.066 0.018
N -2.227 0.904 -0.003
C 0.219 0.775 -0.057
H 3.138 0.653 -1.041
H 2.379 2.018 -0.166
H 3.121 0.656 0.720
H -1.048 -2.922 1.435
H -1.021 -3.239 -0.393
H -3.085 0.366 0.000
H -2.230 1.522 -0.808
H 0.155 1.874 0.013
*
```

Properties
**Frontier orbital gap**: 9.3 eV
**Structure (SMILES)**: C=C=C(N)/C=N/C
**Energy relative to the best compared isomer or geometry (same formula, charge and spin)**: 234.02 kJ/mol
**Electronic energy**: -304.7464 Eh
**E_HOMO**: -8.3 eV
**Max |F|**: 0.47 eV/Å



Entry 4:
Here is an isolated molecule of BrFHOP from OMol25. Energies are from ωB97M-V with the def2-TZVPD basis set.

```
! wB97M-V def2-TZVPD RIJCOSX def2/J DEFGRID3
* xyz 0 1
O 0.010 -0.786 -0.063
F -1.939 -0.029 -1.345
P -0.942 -1.201 -1.381
Br 0.367 -0.170 -2.889
H 0.518 0.039 -0.100
*
```

Properties
**Frontier orbital gap**: 11.1 eV
**Structure (SMILES)**: OP(F)Br
**Energy relative to the best compared isomer or geometry (same formula, charge and spin)**: 0.00 kJ/mol
**Electronic energy**: -3091.1515 Eh
**E_HOMO**: -10.7 eV
**Max |F|**: 3.21 eV/Å



Entry 5:
Here is a structure of composition C10H14BFN6V from OMol25. Energies are from ωB97M-V with the def2-TZVPD basis set.

```
! wB97M-V def2-TZVPD RIJCOSX def2/J DEFGRID3
* xyz 2 2
H 0.941 3.293 0.087
N 0.694 1.763 -1.342
B 0.319 0.418 -3.417
N 0.719 1.735 -2.736
C 0.967 2.963 -3.202
V 0.390 0.131 -0.413
H 0.995 3.143 -4.268
C 1.116 3.828 -2.115
H 1.271 4.887 -2.180
C 0.949 3.046 -0.963
H 0.332 0.507 -4.610
C -1.261 -1.672 1.666
H -0.831 -1.870 2.661
H -0.439 -1.636 0.878
H -1.980 -2.472 1.446
N -1.060 0.018 -2.842
N 1.308 -0.661 -2.942
N -1.250 -0.135 -1.466
N 1.386 -0.985 -1.583
C -2.215 -0.207 -3.469
C 2.061 -1.512 -3.644
H -2.239 -0.115 -4.545
H 2.105 -1.448 -4.721
C -3.187 -0.518 -2.525
C 2.692 -2.388 -2.761
C -2.544 -0.480 -1.274
C 2.258 -2.031 -1.476
H -4.220 -0.718 -2.727
H 3.366 -3.173 -3.048
H -2.875 -0.628 -0.255
H 2.462 -2.454 -0.508
H -1.832 -0.730 1.696
F 1.104 0.354 1.200
*
```

Properties
**Frontier orbital gap (alpha / beta)**: 6.3 / 7.0 eV
**Electronic energy**: -1786.1956 Eh
**E_HOMO (alpha / beta)**: -16.8 / -16.8 eV
**Max |F|**: 2.46 eV/Å



Entry 6:
Here is a structure of composition C7H14IrOP from OMol25. Energies are from ωB97M-V with the def2-TZVPD basis set.

```
! wB97M-V def2-TZVPD RIJCOSX def2/J DEFGRID3
* xyz 0 5
C -0.864 -0.506 -2.048
C -1.581 0.766 -2.101
C -0.666 1.829 -2.072
C 0.656 1.350 -1.980
C 0.670 -0.119 -1.960
Ir -0.020 -1.113 -0.373
P -0.225 -3.277 -0.185
H -1.139 -1.446 -2.542
H -2.654 0.806 -2.234
H -0.969 2.869 -2.133
H 1.402 -0.704 -2.523
H 1.551 1.957 -1.950
H 0.790 -4.225 -0.535
H -1.415 -3.760 -0.855
H -0.481 -3.618 1.194
C 0.683 1.314 3.289
C 0.481 1.275 1.790
O 0.068 -0.124 1.447
H -0.236 1.037 3.809
H 0.940 2.322 3.592
H 1.503 0.658 3.581
H -0.348 1.906 1.448
H 1.388 1.502 1.209
H 0.464 -0.700 2.130
*
```

Properties
**Frontier orbital gap (alpha / beta)**: 4.2 / 7.0 eV
**Energy relative to the best compared isomer or geometry (same formula, charge and spin)**: 13.21 kJ/mol
**Electronic energy**: -795.7309 Eh
**E_HOMO (alpha / beta)**: -3.7 / -7.7 eV
**Max |F|**: 3.21 eV/Å



Entry 7:
Here is a structure of composition C2H2N2O2S from OMol25. Energies are from ωB97M-V with the def2-TZVPD basis set.

```
! wB97M-V def2-TZVPD RIJCOSX def2/J DEFGRID3
* xyz 0 1
C 0.880 -0.153 0.748
C -1.775 0.420 -0.185
N -1.817 -0.576 -0.849
N 1.631 0.555 0.092
O 2.479 1.024 -0.564
O -1.759 1.256 0.635
S 1.101 -1.660 -0.054
H 0.368 -0.119 1.760
H -1.107 -0.747 -1.585
*
```

Properties
**Frontier orbital gap (alpha / beta)**: 7.1 / 7.1 eV
**Energy relative to the best compared isomer or geometry (same formula, charge and spin)**: 426.10 kJ/mol
**Electronic energy**: -735.4250 Eh
**E_HOMO (alpha / beta)**: -8.7 / -8.7 eV
**Max |F|**: 3.19 eV/Å



Entry 8:
Here is a structure of composition FKLi from OMol25. Energies are from ωB97M-V with the def2-TZVPD basis set.

```
! wB97M-V def2-TZVPD RIJCOSX def2/J DEFGRID3
* xyz 2 2
Li -0.512 -0.560 -1.824
K -0.076 1.174 1.936
F 0.588 -0.614 -0.112
*
```

Properties
**Frontier orbital gap (alpha / beta)**: 19.0 / 11.1 eV
**Electronic energy**: -706.6302 Eh
**E_HOMO (alpha / beta)**: -28.2 / -27.2 eV
**Max |F|**: 0.92 eV/Å



Entry 9:
Here is a cluster of 3 separate species, C17H21Cl2O6PS2 in total from OMol25. Energies are from ωB97M-V with the def2-TZVPD basis set.

```
! wB97M-V def2-TZVPD RIJCOSX def2/J DEFGRID3
* xyz 0 1
C 4.452 1.758 -0.064
C 2.954 1.657 -0.044
Cl 2.330 0.141 -0.629
C 2.142 2.627 0.372
Cl 2.818 4.142 0.952
C 0.651 2.588 0.375
C 0.003 3.728 -0.040
C -1.360 3.834 -0.053
C -2.082 2.752 0.374
C -1.444 1.601 0.768
C -0.082 1.496 0.774
C -2.336 0.474 1.220
O -2.097 -0.699 0.998
C -3.575 0.933 1.938
C -4.193 2.053 1.583
P -5.697 2.709 2.448
O -5.280 2.407 4.028
O -5.489 4.338 2.320
C -3.589 2.816 0.423
O -4.249 3.422 -0.393
H 4.807 2.538 0.604
H 4.717 2.087 -1.076
H 4.925 0.808 0.179
H 0.591 4.580 -0.352
H -1.877 4.727 -0.380
H 0.396 0.581 1.089
H -3.971 0.384 2.790
H -4.311 2.421 4.066
H -4.725 4.627 2.837
C 6.642 -3.451 -0.064
S 5.375 -2.309 -0.633
O 5.029 -1.432 0.518
C 4.068 -3.534 -0.783
H 7.548 -2.881 0.132
H 6.311 -3.941 0.851
H 6.838 -4.190 -0.841
H 3.906 -4.019 0.180
H 4.348 -4.271 -1.536
H 3.159 -3.024 -1.094
C -3.701 -4.362 -2.726
S -2.929 -2.806 -3.193
O -1.938 -3.108 -4.259
C -2.016 -2.586 -1.661
H -4.298 -4.710 -3.566
H -2.933 -5.099 -2.493
H -4.347 -4.201 -1.862
H -1.358 -3.441 -1.499
H -2.714 -2.484 -0.831
H -1.421 -1.679 -1.745
*
```

Properties
**Frontier orbital gap**: 7.6 eV
**Electronic energy**: -3169.8934 Eh
**E_HOMO**: -8.8 eV
**Max |F|**: 1.65 eV/Å